[1]
{
  "formula": "C4H14O4",
  "method": "ωB97M-V/def2-TZVPD",
  "species": ["C", "C", "O", "C", "C", "H", "H", "H", "H", "H", "H", "H", "H", "H", "H", "O", "H", "H", "O", "H", "H", "O"],
  "coordinates": [[0.725, -1.758, -0.348], [1.814, 1.638, 0.792], [-1.649, -1.674, 0.083], [1.591, 0.303, 0.737], [1.642, -0.635, -0.312], [0.564, -2.162, -1.351], [1.139, -2.563, 0.274], [-0.259, -1.466, 0.041], [2.492, 2.117, 0.104], [1.746, 2.124, 1.757], [-1.707, -0.126, 1.371], [1.246, -0.119, 1.677], [2.096, -0.321, -1.271], [-1.735, 1.330, 1.338], [-1.512, -2.495, -0.414], [-1.241, 0.626, 1.718], [-1.706, -0.650, -0.929], [-1.496, -0.077, -2.432], [-1.859, 0.160, -1.582], [0.018, 1.858, -0.055], [-1.193, 1.572, -0.802], [-0.714, 2.317, -0.396]],
  "forces_ev_per_a": [[5.550, -0.301, -1.450], [2.475, -1.430, 0.305], [0.223, -0.485, 0.000], [0.214, -0.002, 2.309], [-1.571, 0.279, -2.322], [0.437, 0.103, 0.040], [-0.821, 0.064, 0.600], [-2.850, 0.499, 1.449], [-0.640, 0.408, -0.808], [-0.649, 0.118, -0.148], [-0.233, -1.160, -0.144], [-0.565, 0.006, -0.180], [-0.271, 0.062, 0.483], [-0.342, 1.388, -0.461], [-0.689, 0.047, 0.316], [0.593, -0.459, 0.901], [-0.677, 0.651, -0.638], [0.063, -0.034, -0.340], [0.205, -0.306, 0.562], [1.279, -0.631, 0.836], [-0.412, -0.030, -0.519], [-1.319, 1.212, -0.792]]
}

---

[2]
{
  "formula": "C32H56BeBrFN2O6P2Si",
  "method": "ωB97M-V/def2-TZVPD",
  "species": ["Be", "N", "C", "C", "P", "O", "O", "O", "P", "O", "O", "O", "H", "H", "H", "H", "H", "H", "H", "H", "C", "C", "C", "C", "C", "C", "C", "C", "C", "C", "C", "C", "N", "C", "C", "C", "C", "C", "C", "F", "H", "H", "H", "H", "H", "H", "H", "H", "H", "H", "H", "H", "H", "H", "H", "H", "H", "H", "H", "H", "H", "C", "C", "C", "C", "Si", "Br", "C", "C", "C", "C", "C", "C", "C", "C", "H", "H", "H", "H", "H", "H", "H", "H", "H", "H", "H", "H", "H", "H", "H", "H", "H", "H", "H", "H", "H", "H", "H", "H", "H", "H", "H"],
  "coordinates": [[0.391, -1.507, -2.050], [-3.996, -1.434, -3.303], [-2.537, -1.835, -3.219], [-2.247, -2.804, -4.368], [-2.205, -2.602, -1.573], [-3.239, -1.721, -0.679], [-2.578, -4.023, -1.542], [-0.800, -2.144, -1.217], [-1.647, -0.240, -3.488], [-2.279, 0.686, -2.349], [-2.093, 0.231, -4.810], [-0.186, -0.525, -3.162], [-4.604, -2.249, -3.377], [-4.094, -0.832, -4.131], [-4.243, -0.906, -2.461], [-2.509, -3.826, -4.092], [-1.192, -2.774, -4.628], [-2.797, -2.498, -5.261], [-3.620, -2.253, 0.034], [-1.743, 0.742, -1.530], [4.021, 0.039, -3.069], [3.507, 0.888, -1.906], [2.289, 1.713, -2.328], [3.261, 0.148, -0.596], [3.810, 0.717, 0.551], [3.644, 0.145, 1.800], [2.912, -1.021, 1.919], [2.345, -1.629, 0.803], [1.568, -2.918, 1.002], [2.462, -4.033, 1.550], [0.362, -2.693, 1.917], [2.511, -1.035, -0.462], [1.939, -1.670, -1.611], [2.635, -2.761, -2.080], [3.927, -3.154, -1.707], [4.520, -4.277, -2.272], [3.862, -5.050, -3.217], [2.573, -4.691, -3.601], [2.020, -3.581, -3.025], [0.737, -3.199, -3.357], [4.388, 0.698, -3.860], [3.235, -0.586, -3.491], [4.844, -0.608, -2.761], [4.303, 1.602, -1.673], [1.458, 1.069, -2.615], [2.537, 2.338, -3.190], [1.956, 2.364, -1.516], [4.389, 1.630, 0.453], [4.086, 0.607, 2.675], [2.783, -1.476, 2.895], [1.189, -3.244, 0.037], [2.861, -3.778, 2.535], [3.303, -4.222, 0.881], [1.893, -4.960, 1.651], [0.682, -2.410, 2.925], [-0.231, -3.608, 1.997], [-0.278, -1.901, 1.528], [4.462, -2.569, -0.971], [5.522, -4.549, -1.962], [4.334, -5.922, -3.649], [2.003, -5.260, -4.323], [-3.974, 1.294, 1.159], [-2.937, 1.266, 2.290], [-3.582, 1.853, 3.556], [-2.631, -0.218, 2.550], [-1.356, 2.251, 1.817], [-0.256, 0.890, 0.348], [-0.118, 2.466, 3.262], [-0.557, 3.599, 4.204], [1.297, 2.784, 2.751], [0.002, 1.168, 4.074], [-1.719, 3.868, 0.855], [-0.454, 4.728, 0.710], [-2.209, 3.593, -0.575], [-2.781, 4.701, 1.591], [-4.831, 0.680, 1.459], [-3.576, 0.871, 0.234], [-4.352, 2.296, 0.951], [-4.516, 1.319, 3.762], [-3.826, 2.912, 3.453], [-2.943, 1.736, 4.434], [-3.562, -0.715, 2.849], [-1.904, -0.384, 3.342], [-2.261, -0.704, 1.649], [-0.523, 4.574, 3.713], [0.133, 3.641, 5.054], [-1.563, 3.458, 4.605], [1.356, 3.719, 2.199], [1.687, 1.987, 2.118], [1.963, 2.873, 3.617], [-0.918, 0.916, 4.604], [0.785, 1.299, 4.829], [0.291, 0.321, 3.445], [0.363, 4.176, 0.238], [-0.103, 5.120, 1.665], [-0.685, 5.586, 0.070], [-1.429, 3.131, -1.182], [-2.464, 4.549, -1.047], [-3.092, 2.958, -0.624], [-2.496, 4.929, 2.620], [-3.756, 4.209, 1.611], [-2.910, 5.655, 1.068]],
  "forces_ev_per_a": [[-0.090, -0.154, -0.172], [0.065, 0.004, 0.029], [-0.004, -0.049, -0.059], [-0.055, 0.034, 0.028], [0.036, 0.039, 0.038], [-0.033, 0.035, 0.101], [0.003, 0.020, 0.009], [-0.075, -0.152, 0.011], [0.105, -0.073, -0.107], [0.107, 0.066, 0.260], [-0.003, -0.023, 0.040], [-0.039, 0.079, -0.029], [-0.018, -0.048, -0.005], [-0.004, -0.002, -0.010], [-0.004, 0.018, 0.009], [-0.034, 0.013, -0.002], [0.055, -0.041, 0.049], [0.045, 0.027, -0.004], [0.064, 0.028, -0.102], [-0.099, -0.026, -0.116], [0.004, 0.010, -0.008], [-0.020, -0.019, 0.002], [-0.015, -0.005, 0.007], [-0.011, -0.024, -0.018], [-0.001, 0.014, 0.010], [0.016, 0.020, 0.010], [-0.025, -0.011, 0.001], [-0.010, 0.027, -0.001], [0.015, 0.018, 0.022], [0.017, -0.015, -0.012], [0.010, -0.044, 0.018], [0.080, -0.005, -0.049], [0.063, 0.051, 0.159], [-0.023, 0.046, 0.049], [0.014, -0.018, -0.025], [-0.003, 0.012, 0.006], [0.020, -0.016, 0.002], [-0.036, 0.001, -0.022], [0.073, -0.022, 0.029], [-0.110, 0.049, -0.078], [-0.003, -0.010, 0.014], [0.005, 0.009, 0.003], [-0.015, 0.004, -0.006], [0.006, 0.004, 0.009], [0.008, 0.005, 0.007], [-0.002, -0.015, 0.016], [0.004, -0.005, -0.010], [-0.007, -0.010, 0.005], [-0.002, -0.003, -0.008], [0.008, 0.010, -0.020], [-0.025, 0.011, -0.052], [-0.011, 0.010, -0.013], [-0.011, -0.005, 0.022], [0.008, 0.015, -0.007], [-0.027, -0.009, -0.018], [0.016, 0.023, 0.002], [-0.005, 0.008, -0.006], [-0.002, -0.008, -0.007], [-0.010, -0.001, -0.005], [-0.001, 0.011, 0.007], [0.015, -0.001, 0.009], [-0.037, 0.031, -0.003], [0.025, -0.032, 0.033], [0.001, 0.042, 0.023], [-0.059, -0.013, -0.008], [-0.040, -0.040, -0.002], [-0.040, 0.134, 0.039], [0.050, -0.021, -0.020], [-0.016, 0.037, -0.003], [0.042, 0.004, 0.019], [-0.005, -0.010, 0.010], [0.026, -0.012, -0.047], [0.008, 0.020, 0.012], [-0.010, 0.000, -0.025], [-0.044, 0.011, 0.018], [0.012, 0.008, -0.011], [0.002, 0.011, 0.004], [0.009, -0.049, 0.020], [0.014, 0.006, -0.006], [0.004, -0.027, 0.018], [-0.023, -0.002, -0.031], [0.029, 0.013, -0.014], [-0.016, 0.002, -0.013], [0.012, -0.034, -0.029], [-0.006, -0.028, 0.027], [-0.012, -0.001, -0.015], [0.028, 0.000, -0.007], [0.002, -0.021, 0.020], [0.003, 0.012, 0.008], [-0.011, -0.005, -0.013], [0.029, 0.012, -0.007], [-0.008, -0.001, -0.016], [-0.010, 0.032, 0.028], [-0.029, 0.012, 0.009], [-0.003, -0.004, -0.035], [-0.002, -0.012, 0.011], [-0.001, 0.011, 0.007], [0.000, -0.017, 0.009], [0.013, 0.010, -0.002], [-0.014, -0.003, -0.025], [0.049, 0.029, -0.006], [0.003, -0.014, 0.010]]
}

---

[3]
{
  "formula": "C6H15N",
  "method": "ωB97M-V/def2-TZVPD",
  "species": ["C", "C", "N", "C", "C", "C", "C", "H", "H", "H", "H", "H", "H", "H", "H", "H", "H", "H", "H", "H", "H", "H"],
  "coordinates": [[-1.379, -0.933, -2.966], [-0.249, -0.209, -2.071], [-0.724, -0.150, -0.590], [0.917, -0.213, 2.889], [-0.268, -0.241, 1.860], [0.285, -0.035, 0.415], [0.875, 1.341, 0.380], [-1.068, -0.566, -3.998], [-2.329, -0.526, -2.714], [-1.213, -2.105, -2.896], [0.048, 0.789, -2.499], [0.595, -0.975, -2.197], [-1.449, 0.645, -0.660], [1.856, 0.152, 2.513], [0.734, 0.399, 3.801], [0.998, -1.257, 3.230], [-0.821, 0.685, 2.148], [-0.774, -1.147, 1.998], [0.998, -0.820, 0.254], [0.202, 2.153, 0.684], [1.721, 1.319, 1.083], [1.044, 1.694, -0.665]],
  "forces_ev_per_a": [[3.521, -0.108, -0.457], [-0.465, -2.143, 0.729], [-2.016, 0.328, -3.663], [-0.900, -0.902, 0.833], [1.920, 2.915, 0.253], [-1.552, 1.130, 1.169], [0.951, 1.062, -0.491], [-0.813, -0.861, 0.895], [-0.973, -0.257, 0.117], [-0.903, 2.611, -0.042], [-0.277, -0.921, 0.442], [-0.636, 1.573, 0.670], [1.650, -1.508, 1.010], [0.366, -0.218, -0.311], [-0.243, -0.380, -0.644], [0.616, 0.400, 0.089], [-0.484, -1.032, -0.596], [-1.175, -1.023, -0.054], [0.655, -0.296, -0.353], [-0.361, -0.561, 0.595], [0.184, 0.836, -0.916], [0.936, -0.645, 0.726]],
  "smiles": "CCN[C@@H](C)CC"
}

---

Ordered energy above the lowest of the compared OMol25 structures with the same formula, charge and spin results: 466.0 8.0 193.4; unit kJ/mol.